Entry 1:
65
Properties=species:S:1:pos:R:3 method="wB97M-V/def2-TZVPD" orbital_gap_ev="5.440 / 5.301" homo_ha="-0.37534 / -0.37533" lumo_ev="-4.77 / -4.91" energy_ha=-6883.15567 relative_energy_ev=2.076 charge=+1
As -0.442 -1.087 -3.295
As 1.378 1.839 -2.017
Ca -1.018 0.586 0.947
O 3.764 -0.248 -0.959
O -3.301 -0.588 -2.176
O 2.914 0.407 -5.334
O 1.182 -0.908 -6.119
O 3.366 -1.932 -2.359
O -1.950 2.477 0.134
O -1.375 3.489 -1.843
O -2.382 -0.848 -0.055
N 4.928 1.873 3.644
N 3.130 -1.361 5.577
N 1.006 0.759 1.885
C -2.701 3.747 0.456
C -2.898 -1.483 5.248
C -1.749 -0.715 5.275
C -2.374 -0.490 -1.414
C -4.133 0.348 4.117
C -1.314 2.507 -1.158
C 1.331 -0.451 -3.747
C -2.897 1.072 4.027
C 2.791 0.392 3.751
C -4.063 -0.960 4.684
C 2.065 0.040 -2.665
C 2.990 -0.586 4.708
C 0.881 2.801 -3.732
C 3.932 1.187 3.601
C -0.534 1.317 -1.588
C -1.713 0.515 4.607
C 1.796 -0.354 -5.174
C 0.057 -2.940 -2.853
C -0.491 -1.144 5.976
C -1.022 0.058 -1.802
C 1.717 0.601 2.832
C -3.499 -1.782 0.210
C 4.399 -2.643 -1.656
C 3.360 0.625 -6.700
C 3.091 -0.684 -1.916
H 0.426 2.003 -4.297
H -0.835 -3.558 -2.996
H -3.295 4.048 -0.427
H 1.705 3.186 -4.301
H -3.525 -2.126 1.257
H -2.046 4.576 0.614
H 0.839 -3.235 -3.553
H 0.060 3.439 -3.368
H -2.881 2.068 3.607
H 5.369 -2.271 -1.937
H 0.213 -1.679 5.351
H -5.093 0.706 3.761
H -0.688 -1.719 6.900
H -0.698 0.956 4.456
H -4.973 -1.617 4.511
H -3.418 -2.629 -0.564
H -0.038 -0.217 6.409
H -2.877 -2.424 5.759
H 4.390 -3.675 -2.054
H -4.443 -1.214 -0.055
H 4.133 -2.573 -0.542
H 0.320 -3.092 -1.761
H 2.575 1.075 -7.362
H 3.708 -0.310 -7.199
H 4.244 1.250 -6.673
H -3.396 3.593 1.345



Entry 2:
63
Properties=species:S:1:pos:R:3 method="wB97M-V/def2-TZVPD" orbital_gap_ev="4.056 / 5.556" homo_ha="-0.00757 / -0.06276" lumo_ev="3.85 / 3.85" s2=0.787 energy_ha=-4354.40552 charge=-2 multiplicity=2
Br -0.555 -3.075 15.571
Na 0.386 -6.411 14.377
O -2.656 -5.457 17.172
O -0.870 -8.549 13.129
O 4.764 -8.334 14.758
O 2.547 -7.096 14.701
O -0.246 -5.221 12.080
N 1.126 -5.459 16.540
N 1.445 -6.829 16.681
N -1.960 -6.381 16.349
N -1.398 -7.739 14.015
N -1.429 -5.699 11.949
C 0.827 -3.487 20.388
C -0.938 -1.924 20.742
C 2.478 -9.379 17.350
C -0.659 -2.818 18.440
C -1.689 -6.759 11.143
C -4.109 -7.560 16.442
C -2.226 -9.787 15.061
C -0.245 -2.761 19.808
C -2.062 -8.293 14.993
C -2.690 -7.348 15.942
C 2.825 -10.724 17.467
C -0.542 -1.787 22.042
C -2.399 -5.126 12.673
C -0.223 -3.678 17.424
C 0.513 -2.514 22.593
C -2.956 -7.280 11.070
C 1.186 -3.347 21.733
C 3.155 -8.563 16.488
C 4.565 -10.437 15.793
C -3.984 -6.694 11.797
C 0.482 -4.928 17.522
C 4.200 -9.085 15.639
C -3.703 -5.610 12.612
C 3.847 -11.246 16.690
C 2.725 -7.160 16.110
H 3.442 -7.401 14.365
H -3.095 -8.155 10.453
H 5.240 -10.838 15.039
H -4.854 -7.084 15.828
H -1.157 -1.127 22.721
H -4.459 -5.158 13.251
H 4.030 -12.293 16.713
H 2.270 -11.327 18.225
H 0.763 -2.398 23.635
H 1.656 -8.985 17.995
H -1.963 -4.779 17.346
H -4.378 -8.633 16.370
H -1.414 -2.092 18.129
H -2.618 -10.148 15.996
H -1.825 -1.374 20.374
H 0.359 -5.477 18.485
H 1.946 -3.977 22.157
H 1.375 -4.191 19.782
H 1.333 -7.126 17.643
H -2.884 -10.132 14.274
H -4.992 -7.078 11.723
H -0.773 -7.186 10.696
H 3.488 -6.426 16.362
H -1.276 -10.263 14.840
H -4.220 -7.176 17.447
H -2.082 -4.333 13.347



Entry 3:
62
Properties=species:S:1:pos:R:3 method="wB97M-V/def2-TZVPD" orbital_gap_ev="7.642 / 7.637" homo_ha="-0.38703 / -0.38717" lumo_ev="-2.89 / -2.90" s2=9.340 energy_ha=-3939.42812 relative_energy_ev=0.000 charge=+1 multiplicity=6
Dy 0.257 -0.616 1.902
Cl 1.004 0.702 4.462
Cl -0.560 -0.692 6.456
S -2.391 -1.304 2.360
S -3.006 -1.329 -0.498
O 1.946 -1.706 2.855
O 1.158 0.476 0.380
N 0.564 -2.613 0.287
N -1.525 0.509 0.423
N 3.350 -2.754 1.426
N -1.265 1.425 1.413
C 0.762 3.789 -2.113
C -1.448 1.389 -3.218
C 0.166 2.599 -0.152
C -0.394 3.499 2.108
C 0.671 -4.304 -1.841
C -2.470 0.716 -2.509
C 1.783 2.888 -2.391
C 2.728 -2.607 2.572
C -2.940 3.352 -3.464
C -0.026 3.678 -0.998
C 3.068 -3.690 3.618
C -4.024 2.610 -2.935
C 1.133 1.562 -0.424
C -0.560 2.422 1.096
C -3.743 1.287 -2.418
C 1.751 -2.723 -0.416
C 2.975 -2.046 0.175
C -0.457 -4.260 -1.074
C -0.532 0.577 5.378
C 1.748 -3.607 -1.476
C -2.182 -0.729 -2.052
C -1.692 2.734 -3.629
C -0.440 -3.432 -0.011
C -2.159 -0.542 0.787
C 1.989 1.751 -1.540
H 0.630 3.493 2.557
H 3.979 -3.536 1.349
H 2.758 1.008 -1.824
H -0.970 3.280 -4.228
H -5.027 2.966 -2.886
H -0.755 4.472 -0.660
H -1.284 0.449 4.601
H 2.284 -4.436 3.743
H -1.161 3.319 2.886
H -2.739 -1.304 -2.804
H 4.009 -4.258 3.420
H 2.429 3.081 -3.307
H -0.510 1.521 5.868
H 2.736 -3.718 -2.011
H -4.519 0.699 -2.049
H -1.305 -3.299 0.617
H -0.680 4.465 1.697
H 3.761 -2.107 -0.461
H -1.359 -4.868 -1.333
H 0.547 -4.849 -2.802
H 3.286 -3.262 4.582
H 0.527 4.686 -2.770
H -1.211 -1.075 -1.964
H -0.471 0.932 -3.483
H -2.987 4.381 -3.696
H 2.792 -1.054 0.418



Entry 4:
59
Properties=species:S:1:pos:R:3 method="wB97M-V/def2-TZVPD" orbital_gap_ev=6.550 homo_ha=-0.30044 lumo_ev=-1.63 energy_ha=-1668.58968 charge=0
F -5.435 -3.916 2.896
F 4.630 1.856 2.216
F 0.781 4.591 1.625
F -5.470 0.746 3.827
O 0.477 1.628 -1.984
O 2.795 0.493 -1.917
O 2.976 -1.468 -0.785
O -1.236 0.133 -1.934
C -0.922 -0.180 1.192
C -2.866 -1.342 2.281
C -3.516 -2.611 2.359
C -2.299 2.245 -1.271
C 2.617 0.886 1.384
C 0.085 0.483 -1.834
C 0.643 2.266 1.172
C -3.549 -0.207 2.796
C -4.833 -0.371 3.327
C 3.303 1.993 1.868
C 1.124 -2.713 -3.001
C -4.802 -2.694 2.879
C 0.823 -0.726 -1.446
C 1.243 0.992 1.056
C -5.486 -1.599 3.390
C -1.557 -1.305 1.693
C 0.418 -0.165 0.733
C 0.083 -2.996 -0.727
C 1.391 3.357 1.605
C 2.719 3.254 2.009
C 2.288 -0.626 -1.363
C 4.229 0.562 -1.819
C -2.141 1.201 -2.331
C 4.588 1.941 -2.271
C 0.273 -2.065 -1.912
H -1.458 0.772 1.280
H 3.270 4.110 2.384
H -1.381 2.828 -1.177
H 0.675 -3.677 -3.260
H 0.952 -1.101 0.621
H 4.676 -0.206 -2.462
H 1.037 -3.121 -0.187
H 4.525 0.399 -0.778
H 1.145 -2.060 -3.880
H -3.105 2.936 -1.542
H -2.549 1.796 -0.303
H -0.273 -3.975 -1.067
H 2.141 -2.866 -2.626
H 4.091 2.700 -1.652
H -1.761 1.662 -3.254
H -3.008 -3.502 2.006
H -0.668 -2.566 -0.058
H 5.669 2.067 -2.179
H 4.308 2.116 -3.314
H -1.012 -2.251 1.721
H -0.716 -1.807 -2.314
H -3.049 0.764 2.808
H -3.082 0.690 -2.523
H -6.502 -1.674 3.784
H -0.418 2.402 0.940
H 3.121 -0.083 1.317



Entry 5:
56
Properties=species:S:1:pos:R:3 method="wB97M-V/def2-TZVPD" orbital_gap_ev=8.252 smiles="COc1ccc(NC(=O)c2ccc(CN3CCc4ccccc4C3)cc2)cc1OC" homo_ha=-0.28040 lumo_ev=0.62 energy_ha=-1303.48889 relative_energy_ev=2.526 charge=0
O -8.181 -1.353 -0.152
O -7.512 1.152 -0.165
O -2.791 2.263 0.075
N 4.188 1.317 -0.566
N -2.803 -0.017 0.245
C 6.353 0.162 -0.165
C 4.354 -1.138 -0.990
C -8.600 -2.693 -0.153
C -6.845 -1.094 -0.053
C -4.517 -1.682 0.145
C 8.320 -0.976 0.638
C 2.063 1.176 0.625
C -2.204 1.208 0.224
C 1.413 2.138 -0.142
C -4.160 -0.343 0.140
C -0.074 0.200 1.163
C 1.305 0.216 1.280
C -6.483 0.272 -0.060
C -0.721 1.150 0.381
C 5.629 1.450 -0.477
C 7.723 -2.197 0.372
C -5.851 -2.051 0.050
C 3.859 0.231 -1.471
C 7.634 0.194 0.370
C -5.152 0.633 0.038
C 3.560 1.202 0.743
C 6.448 -2.236 -0.158
C -7.212 2.527 -0.181
C 5.752 -1.065 -0.435
C 0.039 2.129 -0.258
H -6.722 2.844 0.745
H 2.003 2.886 -0.649
H -8.171 3.035 -0.275
H 8.251 -3.116 0.579
H 2.775 0.209 -1.612
H 5.977 -3.187 -0.366
H -0.638 -0.541 1.714
H -9.685 -2.661 -0.240
H -8.186 -3.246 -1.002
H 5.983 1.826 -1.446
H 3.849 2.093 1.312
H -2.192 -0.818 0.311
H -6.576 2.791 -1.032
H 3.684 -1.519 -0.212
H -4.853 1.666 0.033
H 3.909 0.323 1.310
H -6.098 -3.100 0.057
H -8.329 -3.202 0.779
H 4.321 0.470 -2.433
H 1.796 -0.525 1.896
H 4.322 -1.852 -1.817
H 9.316 -0.936 1.054
H 5.869 2.208 0.274
H 8.095 1.150 0.577
H -0.475 2.876 -0.844
H -3.759 -2.448 0.224



Entry 6:
59
Properties=species:S:1:pos:R:3 method="wB97M-V/def2-TZVPD" orbital_gap_ev=8.715 smiles="Cc1ccc(OP(=O)(Nc2c(C)n(C)n(-c3ccccc3)c2=O)Oc2ccc(C)cc2)cc1" homo_ha=-0.29488 lumo_ev=0.69 energy_ha=-1774.95978 charge=0
P 1.067 -0.038 -1.430
O 0.688 0.939 -2.439
O 2.623 -0.165 -1.032
O 0.793 -1.528 -1.918
O -2.170 -1.278 0.773
N 0.356 0.207 0.084
N -2.769 1.959 -0.275
N -3.198 0.739 0.249
C 4.957 1.562 1.158
C 3.184 2.183 -0.873
C 4.212 0.559 0.567
C -6.354 -1.003 0.942
C -0.593 3.123 -0.667
C -7.148 -0.562 -0.103
C -1.392 1.933 -0.288
C 2.429 -3.198 -1.397
C -2.113 -0.111 0.413
C 1.972 -4.873 0.279
C 0.335 -3.165 -0.214
C -5.315 0.738 -0.948
C 2.381 -6.096 1.043
C 2.812 -4.315 -0.677
C -3.513 3.149 0.065
C -6.625 0.305 -1.047
C 5.648 3.963 1.394
C -0.963 0.696 0.075
C 3.930 3.178 -0.267
C -4.527 0.313 0.118
C 1.188 -2.627 -1.167
C 4.824 2.886 0.754
C -5.048 -0.565 1.063
C 0.734 -4.282 0.498
C 3.322 0.871 -0.451
H 1.976 -6.987 0.560
H -3.380 3.885 -0.725
H 5.190 4.938 1.252
H -0.939 4.013 -0.143
H 3.082 -2.757 -2.135
H 0.425 -0.609 0.684
H -4.895 1.385 -1.704
H 1.996 -6.064 2.060
H 0.447 2.936 -0.416
H 5.765 3.779 2.459
H 3.463 -6.192 1.075
H -4.569 2.899 0.141
H -7.234 0.638 -1.874
H -8.170 -0.900 -0.188
H 4.310 -0.469 0.884
H 0.067 -4.697 1.240
H 3.816 4.200 -0.599
H -0.659 3.294 -1.740
H 6.642 3.987 0.947
H -0.631 -2.714 -0.031
H 3.781 -4.757 -0.861
H -4.419 -0.909 1.867
H 2.499 2.404 -1.675
H 5.649 1.313 1.950
H -6.754 -1.690 1.673
H -3.185 3.577 1.019



Entry 7:
73
Properties=species:S:1:pos:R:3 method="wB97M-V/def2-TZVPD" orbital_gap_ev="7.783 / 7.782" homo_ha="-0.28997 / -0.28997" lumo_ev="-0.11 / -0.11" s2=9.329 energy_ha=-5176.75701 relative_energy_ev=0.323 charge=0 multiplicity=6
Dy -0.796 -0.145 -0.399
I 3.021 1.146 -5.571
Cl 4.518 0.160 0.274
Cl 5.181 -5.021 0.211
S -2.439 4.582 -0.908
S -1.002 1.643 4.504
S 1.845 3.568 1.825
O 1.579 -0.316 0.585
O -2.549 0.476 -1.768
O 0.323 -3.968 -1.861
O -0.016 -1.763 -1.943
O -0.526 -2.161 0.772
O -3.220 0.397 -3.921
O -3.055 -0.254 0.808
N -0.911 0.971 2.030
N -1.136 2.506 -0.322
N 3.020 1.352 2.697
N 1.801 1.856 -1.643
N 3.593 3.301 3.718
N 0.854 0.955 -2.027
N -2.662 -2.021 -1.433
C -2.387 4.099 0.712
C -0.696 0.487 3.275
C 3.709 -1.346 0.450
C 2.189 1.394 -3.699
C 4.092 -3.759 0.457
C 2.285 -1.426 0.478
C -0.924 3.272 -2.742
C -1.669 2.957 0.840
C 1.853 -2.744 0.480
C -1.446 2.265 2.103
C -0.412 -3.008 -1.813
C 0.389 -3.005 0.731
C 2.915 2.702 2.751
C -2.920 -0.125 -2.864
C -1.378 3.285 -1.339
C -3.028 -1.635 -2.774
C -1.833 -3.235 -1.459
C -3.663 -1.475 0.859
C 2.634 2.130 -2.654
C -3.826 -2.135 -0.542
C 4.533 -2.431 0.515
C 1.075 0.685 -3.299
C -1.501 2.753 3.348
C 2.699 -3.883 0.498
C -0.232 -0.888 3.498
H 1.665 2.384 -0.756
H -3.385 0.188 -0.037
H -4.614 -1.477 1.302
H 0.647 -0.993 2.954
H 4.370 2.823 4.204
H 2.274 -4.879 0.585
H 0.071 3.573 -2.809
H -4.115 -3.139 -0.387
H -1.495 3.989 -3.338
H 5.603 -2.261 0.531
H -1.778 3.725 3.674
H 2.671 0.905 1.861
H -1.186 2.311 -3.120
H -2.258 -3.920 -2.155
H -1.093 -1.526 3.203
H -1.842 -3.711 -0.467
H -2.985 -2.082 1.480
H -4.658 -1.531 -0.951
H -3.995 -2.048 -3.182
H 3.482 2.721 -2.448
H 0.450 0.019 -3.868
H -2.309 -1.905 -3.581
H 3.796 0.883 3.136
H 3.478 4.301 3.785
H 0.159 -4.047 0.901
H -2.842 4.627 1.490
H 0.007 -1.125 4.555



| no. | M (g/mol) |
| --- | --- |
| 1 | 686.42 |
| 2 | 579.41 |
| 3 | 712.05 |
| 4 | 466.47 |
| 5 | 402.49 |
| 6 | 463.47 |
| 7 | 994.04 |